{"formula": "C7H12Cl2", "method": "ωB97M-V/def2-TZVPD", "e_homo_ev": [-5.61, -10.56], "s2": 2.01, "total_charge": 0, "orbital_gap_ev": [6.372, 9.091], "e_above_lowest_ev": 0.000, "multiplicity": 3, "species": ["C", "C", "C", "C", "C", "C", "C", "Cl", "Cl", "H", "H", "H", "H", "H", "H", "H", "H", "H", "H", "H", "H"], "coordinates": [[1.154, 0.640, 0.935], [-0.635, -0.802, 0.319], [-0.106, 0.604, -0.123], [1.238, -0.785, 1.274], [-0.903, -1.952, -0.544], [-1.060, 1.753, 0.135], [0.378, 0.715, -1.582], [2.317, -1.875, 0.475], [1.137, -1.163, 2.940], [2.094, 1.075, 0.453], [0.997, 1.449, 1.701], [-1.270, -0.760, 1.193], [-1.416, -2.751, 0.006], [0.238, -2.464, -0.749], [-1.388, -1.850, -1.547], [-1.145, 2.431, -0.664], [-0.883, 2.316, 1.011], [-2.010, 1.227, 0.485], [1.386, 1.054, -1.645], [-0.363, 1.340, -2.039], [0.239, -0.201, -2.034]], "lowdin_spin": [0.10, 0.65, 0.09, 0.62, 0.11, 0.03, 0.00, 0.12, 0.15, 0.02, 0.00, 0.03, 0.00, 0.05, 0.03, 0.00, 0.00, 0.00, 0.00, 0.00, 0.00]}

{"formula": "C7H12Cl2N3O", "method": "ωB97M-V/def2-TZVPD", "e_homo_ev": -13.40, "smiles": "CCCCO\\C(Cl)=[NH+]/C=N\\C=N\\Cl", "total_charge": 1, "orbital_gap_ev": 8.561, "e_above_lowest_ev": 1.921, "species": ["C", "C", "C", "C", "O", "C", "Cl", "N", "C", "N", "C", "N", "Cl", "H", "H", "H", "H", "H", "H", "H", "H", "H", "H", "H", "H"], "coordinates": [[-1.242, 0.453, -2.511], [-2.327, 0.831, -1.404], [-2.113, -0.009, -0.205], [-0.617, -0.010, 0.395], [0.021, -1.091, -0.154], [1.237, -1.276, -0.465], [1.749, -2.802, -1.112], [2.270, -0.350, -0.371], [2.390, 0.754, 0.522], [2.166, 0.666, 1.759], [1.652, -0.218, 2.653], [0.435, -0.328, 2.929], [-0.008, -1.306, 4.299], [-1.335, 0.963, -3.381], [-0.307, 0.804, -2.154], [-1.414, -0.600, -2.667], [-2.078, 1.788, -1.033], [-3.393, 0.962, -1.670], [-2.767, 0.418, 0.576], [-2.145, -1.052, -0.474], [-0.024, 1.004, 0.297], [-0.650, 0.004, 1.496], [3.156, -0.748, -0.869], [2.836, 1.750, 0.212], [2.508, -0.608, 3.330]], "mulliken_charge": [-1.11, -0.52, -0.81, -0.38, -0.21, 0.70, -0.07, -0.16, -0.23, -0.15, 0.02, -0.44, -0.06, 0.48, 0.22, 0.28, 0.32, 0.37, 0.35, 0.29, 0.38, 0.70, 0.30, 0.36, 0.37]}

{"formula": "C7H12Cl3FGaO3", "method": "ωB97M-V/def2-TZVPD", "e_homo_ev": -5.01, "total_charge": -1, "orbital_gap_ev": 7.509, "e_above_lowest_ev": 0.128, "species": ["C", "C", "O", "O", "C", "O", "C", "Ga", "C", "C", "F", "H", "H", "H", "H", "H", "H", "H", "H", "H", "H", "H", "C", "Cl", "Cl", "Cl", "H"], "coordinates": [[0.956, 1.916, 2.087], [-0.412, 1.739, 2.684], [-0.744, 2.351, 3.683], [-1.224, 0.791, 2.186], [-0.980, 0.339, 0.842], [-0.409, -0.728, 0.726], [-1.500, 1.201, -0.238], [-1.623, 0.184, -2.053], [0.324, -0.095, -2.668], [0.412, -0.728, -4.040], [0.993, 0.143, -4.967], [1.642, 1.255, 2.592], [1.257, 2.925, 2.319], [1.010, 1.769, 1.022], [-2.425, 1.678, 0.052], [-0.755, 1.971, -0.408], [-2.425, 1.104, -3.096], [-2.305, -1.257, -1.834], [0.800, 0.875, -2.686], [0.788, -0.725, -1.923], [-0.560, -1.001, -4.430], [1.055, -1.604, -4.019], [1.118, -2.800, 2.796], [2.106, -3.151, 1.383], [1.081, -4.188, 3.896], [1.710, -1.366, 3.635], [0.110, -2.599, 2.461]], "mulliken_charge": [-0.67, 0.64, -0.61, -0.33, 0.30, -0.38, -0.76, 0.43, -0.75, -0.20, -0.35, 0.13, 0.29, 0.29, 0.42, 0.25, -0.37, -0.31, 0.40, 0.31, 0.13, 0.16, 0.26, -0.14, -0.17, -0.15, 0.18]}

{"formula": "C7H12ClCoI2NOPS", "method": "ωB97M-V/def2-TZVPD", "e_homo_ev": [-12.78, -14.85], "s2": 6.07, "total_charge": 2, "orbital_gap_ev": [2.809, 4.095], "e_above_lowest_ev": 0.317, "multiplicity": 5, "species": ["I", "I", "Co", "P", "C", "C", "H", "H", "H", "C", "H", "H", "H", "H", "H", "H", "C", "O", "Cl", "S", "C", "C", "N", "C", "H", "H", "H"], "coordinates": [[2.238, -2.109, 3.453], [-0.307, -2.516, 3.969], [-0.189, 0.705, -0.171], [-0.024, -1.484, -0.836], [0.500, -2.646, 0.453], [-1.545, -2.196, -1.458], [0.989, -0.938, -2.903], [1.202, -2.668, -2.451], [2.227, -1.369, -1.678], [1.241, -1.627, -2.092], [-1.911, -1.549, -2.263], [-1.284, -3.195, -1.850], [0.566, -3.657, 0.044], [-0.229, -2.588, 1.283], [-2.301, -2.252, -0.657], [1.486, -2.340, 0.881], [0.217, 0.189, 1.439], [0.599, 0.310, 2.552], [-0.805, 1.034, -2.315], [-0.828, 4.723, 1.891], [-0.099, 4.952, 0.299], [0.108, 3.742, -0.339], [-0.350, 2.666, 0.392], [-0.879, 3.060, 1.575], [0.237, 5.852, -0.171], [0.520, 3.529, -1.316], [-1.380, 2.374, 2.270]], "lowdin_spin": [0.99, 0.97, 1.96, -0.07, -0.01, -0.01, 0.00, 0.00, 0.00, -0.01, 0.00, 0.00, 0.00, 0.00, 0.00, 0.01, 0.00, 0.02, 0.11, 0.01, 0.01, 0.00, 0.02, 0.02, 0.00, 0.00, 0.00]}

{"formula": "C7H12ClI2NO4", "method": "ωB97M-V/def2-TZVPD", "e_homo_ev": -7.68, "total_charge": 0, "orbital_gap_ev": 4.947, "species": ["C", "C", "I", "C", "I", "C", "C", "C", "C", "N", "H", "H", "H", "H", "H", "H", "H", "H", "H", "H", "H", "H", "O", "Cl", "O", "O", "O"], "coordinates": [[-0.385, -0.344, -2.031], [-0.469, -0.482, -0.518], [-0.298, -2.561, -0.033], [0.628, 0.405, 0.147], [2.314, -0.732, 0.819], [0.046, 1.272, 1.254], [0.309, 0.992, 2.724], [-0.461, 2.221, 3.287], [0.133, 3.236, 2.375], [0.416, 2.695, 1.264], [-0.846, -1.181, -2.527], [-0.928, 0.555, -2.320], [0.638, -0.223, -2.364], [-1.457, -0.169, -0.214], [0.979, 1.057, -0.640], [-1.036, 1.157, 1.168], [0.086, 0.014, 3.119], [1.338, 1.225, 2.964], [-0.361, 2.440, 4.337], [-1.508, 2.171, 2.993], [0.347, 4.264, 2.606], [0.845, 3.138, 0.457], [-0.832, -3.075, -3.373], [-0.064, -4.238, -3.781], [-0.472, -4.644, -5.100], [-0.301, -5.303, -2.834], [1.339, -3.889, -3.780]], "mulliken_charge": [-1.39, -0.25, 0.20, -1.07, 0.19, 0.67, -1.04, -0.71, -0.06, 0.02, 0.47, 0.36, 0.35, 0.40, 0.55, -0.01, 0.40, 0.46, 0.37, 0.32, 0.48, 0.32, -0.68, 1.64, -0.67, -0.64, -0.67]}

{"formula": "C7H12F13Hf2N6O25S7", "method": "ωB97M-V/def2-TZVPD", "e_homo_ev": -16.28, "total_charge": 3, "orbital_gap_ev": 3.189, "species": ["Hf", "Hf", "C", "F", "F", "F", "S", "O", "O", "O", "C", "F", "F", "F", "S", "O", "O", "O", "C", "F", "F", "F", "S", "O", "O", "O", "N", "S", "O", "O", "F", "S", "O", "O", "F", "N", "S", "O", "O", "F", "S", "O", "O", "F", "C", "N", "O", "O", "H", "H", "H", "C", "N", "O", "O", "H", "H", "H", "C", "N", "O", "O", "H", "H", "H", "C", "N", "O", "O", "H", "H", "H"], "coordinates": [[-2.794, 1.991, 1.560], [-0.533, -3.262, 1.148], [-1.274, -0.790, 5.287], [-1.176, -2.070, 5.529], [-2.426, -0.288, 5.673], [-0.277, -0.135, 5.805], [-1.123, -0.575, 3.397], [0.176, -0.059, 3.145], [-1.347, -1.856, 2.698], [-2.201, 0.340, 2.891], [-4.394, -1.484, -1.273], [-5.461, -0.730, -1.368], [-4.683, -2.742, -1.452], [-3.468, -1.068, -2.115], [-3.692, -1.370, 0.481], [-4.663, -1.802, 1.408], [-2.508, -2.247, 0.508], [-3.414, 0.116, 0.674], [1.536, 0.888, -0.521], [2.332, -0.024, -0.996], [1.948, 1.336, 0.660], [1.427, 1.886, -1.375], [-0.237, 0.206, -0.233], [-0.865, 0.131, -1.501], [-0.153, -1.079, 0.452], [-0.891, 1.215, 0.658], [1.216, -3.055, 2.398], [2.750, -2.345, 1.941], [3.865, -3.145, 1.675], [2.896, -1.006, 2.359], [2.158, -2.124, 0.450], [1.725, -3.275, 3.950], [1.636, -2.095, 4.714], [2.746, -4.200, 4.180], [0.392, -4.110, 4.308], [0.190, -3.677, -0.859], [1.529, -4.681, -1.302], [2.576, -4.060, -2.005], [1.171, -6.037, -1.320], [2.073, -4.646, 0.232], [-0.188, -3.394, -2.405], [-0.513, -4.449, -3.259], [0.408, -2.200, -2.864], [-1.655, -2.811, -2.023], [-2.419, 2.328, -3.079], [-1.946, 2.751, -1.745], [-2.675, 2.482, -0.726], [-0.891, 3.238, -1.643], [-3.403, 1.883, -2.990], [-1.687, 1.670, -3.545], [-2.442, 3.209, -3.726], [3.792, 4.465, -1.340], [3.805, 5.891, -1.758], [3.156, 6.153, -2.750], [4.439, 6.669, -1.088], [4.022, 4.410, -0.281], [4.474, 3.849, -1.917], [2.772, 4.137, -1.528], [1.444, 3.156, 3.515], [0.025, 2.771, 3.675], [-0.358, 2.474, 4.750], [-0.682, 2.624, 2.634], [1.668, 3.856, 4.313], [1.539, 3.681, 2.563], [2.069, 2.276, 3.365], [-0.410, -0.354, -5.006], [0.047, 0.682, -5.966], [-0.740, 1.568, -6.262], [1.192, 0.651, -6.336], [-1.484, -0.241, -4.874], [0.139, -0.182, -4.090], [-0.259, -1.322, -5.474]], "mulliken_charge": [1.69, 1.18, 0.60, -0.13, -0.17, -0.13, 0.68, -0.32, -0.71, -0.55, 0.64, -0.17, -0.15, -0.12, 1.04, -0.52, -1.05, -0.96, -0.11, -0.11, -0.07, -0.13, 0.41, -0.09, 2.49, 1.14, 0.06, 1.00, -0.46, -0.54, -0.26, 0.87, -0.47, -0.47, -0.31, -0.09, 0.95, -0.42, -0.49, -0.30, 0.76, -0.51, -0.42, -0.22, -0.73, 1.04, -0.79, -0.41, 0.34, 0.15, 0.38, -0.63, 0.89, -0.52, -0.50, 0.31, 0.33, 0.10, -0.83, 0.82, -0.42, -0.58, 0.36, 0.34, 0.30, -0.78, 1.01, -0.57, -0.52, 0.36, 0.09, 0.41]}